1.
DFT (ωB97M-V with the def2-TZVPD basis set) results for one molecule with the formula C4H10S in a non-equilibrium geometry.

Calculated values
ΔE to the lowest compared entry with this formula, charge and spin, kcal per mole: 24.4
Kohn-Sham gap, eV: 9.5655
DFT total energy, a.u.: -556.543148
Net charge: 0

The geometry in XYZ format:
```
15
Properties=species:S:1:pos:R:3:nbo_charge:R:1
C 2.6637 -0.0216 -0.2951 -0.63
C 1.2872 0.2625 0.2931 -0.53
C -1.5084 -0.7003 0.3246 -0.55
C -2.4291 0.3977 -0.4185 -0.61
H 2.8148 -1.2063 -0.1750 0.23
H 2.6927 0.2460 -1.4134 0.22
H 3.3618 0.6857 0.3417 0.22
H 0.8478 1.2198 0.0105 0.21
H 1.3716 0.1434 1.4732 0.20
H -1.4891 -0.3069 1.3676 0.21
H -1.9353 -1.7324 0.5130 0.23
H -1.8926 1.4481 -0.3153 0.20
H -2.5568 0.1992 -1.4727 0.21
H -3.4169 0.4030 0.0803 0.21
S 0.1884 -1.0379 -0.3140 0.17
```

2.
DFT (ωB97M-V with the def2-TZVPD basis set) results for C2H2HoO2 as an isolated structure in a non-equilibrium geometry.

Calculated values
Spin multiplicity: 5
<S²>: 6.009
ΔE to the lowest compared entry with this formula, charge and spin, kcal per mole: 64.6
Kohn-Sham gap (spin up / spin down), eV: 5.4368 / 5.5724
DFT total energy, a.u.: -1175.448948
Net charge: +1

The geometry in XYZ format:
```
7
Properties=species:S:1:pos:R:3:lowdin_charge:R:1
C -1.0040 0.3321 -0.0235 -0.19
C -0.1787 0.9831 -0.7646 0.03
O 1.6486 0.1638 -0.5750 -0.61
Ho 1.6343 -1.4357 0.7116 1.82
H -0.2837 1.8116 -1.4609 0.08
O -0.5753 -0.7797 0.7423 -0.24
H -1.2411 -1.0750 1.3701 0.11
```

3.
DFT (ωB97M-V with the def2-TZVPD basis set) results for one molecule with the formula C2H10N4 in a non-equilibrium geometry.

Calculated values
ΔE to the lowest compared entry with this formula, charge and spin, kcal per mole: 56.1
Kohn-Sham gap, eV: 9.6336
DFT total energy, a.u.: -301.138803
Net charge: 0

The geometry in XYZ format:
```
16
Properties=species:S:1:pos:R:3:nbo_charge:R:1
C -0.0684 0.1926 -0.6796 0.09
C -1.3290 0.8121 -0.0843 -0.64
N 0.2516 -1.1133 -0.1748 -0.45
N 0.4912 -1.0742 1.2842 -0.38
N 1.5895 -0.2942 1.6692 -0.68
N -0.2684 -0.0734 -2.1552 -0.86
H 1.0935 -1.4319 -0.6528 0.36
H -0.3701 -1.1251 1.8370 0.36
H 0.7678 0.8946 -0.5887 0.15
H 2.2139 -0.8106 2.2907 0.35
H 1.3020 0.5406 2.1810 0.33
H -1.2066 0.1862 -2.4434 0.37
H 0.4827 0.3539 -2.6920 0.36
H -1.6187 1.7069 -0.6458 0.22
H -2.1708 0.1121 -0.0976 0.22
H -1.1601 1.1237 0.9520 0.21
```

4.
DFT (ωB97M-V with the def2-TZVPD basis set) results for one molecule with the formula C3H4N2O.

Calculated values
ΔE to the lowest compared entry with this formula, charge and spin, kcal per mole: 84.1
Kohn-Sham gap, eV: 9.4669
DFT total energy, a.u.: -301.353271
Net charge: 0

The geometry in XYZ format:
```
10
Properties=species:S:1:pos:R:3:nbo_charge:R:1
C 0.9274 -0.2242 -1.4064 -0.48
C 0.0450 -0.2246 -0.4079 0.22
C 0.1762 -0.5972 1.0061 -0.01
N -0.7150 -0.0204 1.7155 -0.21
N -1.5951 0.6404 0.8663 -0.16
O -1.2057 0.3280 -0.4857 -0.36
H 0.6821 0.2751 -2.3362 0.22
H 1.9223 -0.6443 -1.2955 0.22
H -1.3812 1.6398 0.9727 0.35
H 0.9522 -1.2079 1.4470 0.22
```

5.
DFT (ωB97M-V with the def2-TZVPD basis set) results for C31H40AsAuN2O2PSSi as an isolated structure.

Calculated values
Spin multiplicity: 3
<S²>: 2.051
ΔE to the lowest compared entry with this formula, charge and spin, kcal per mole: 0.5
Kohn-Sham gap (spin up / spin down), eV: 6.7975 / 7.0066
DFT total energy, a.u.: -4865.622126
Net charge: +1

The geometry in XYZ format:
```
80
Properties=species:S:1:pos:R:3:lowdin_charge:R:1
Au -0.7906 -0.6954 0.0938 0.55
O 3.0459 0.3839 1.5642 0.06
C 1.8516 0.3276 1.3514 -0.70
O 1.2040 -0.7499 1.0346 -0.25
C 1.0562 1.6463 1.4662 -0.20
P -0.6360 1.5983 0.7812 0.98
C -0.7191 2.8245 -0.5466 -0.34
C -1.8615 3.5573 -0.8688 -0.10
C -1.8727 4.3900 -1.9795 -0.07
C -0.7508 4.4981 -2.7868 -0.07
C 0.3831 3.7555 -2.4857 -0.07
C 0.3975 2.9195 -1.3813 -0.10
C -1.7301 1.9639 2.1760 -0.37
C -1.7968 0.9570 3.1436 -0.12
C -2.5780 1.1234 4.2757 -0.07
C -3.3123 2.2897 4.4462 -0.06
C -3.2427 3.2960 3.4951 -0.06
C -2.4496 3.1421 2.3653 -0.08
H 1.6391 2.4276 0.9822 0.09
H 0.9969 1.9135 2.5213 0.11
H -2.7607 3.4756 -0.2790 0.08
H -2.7659 4.9572 -2.2093 0.11
H -0.7608 5.1554 -3.6466 0.11
H 1.2657 3.8254 -3.1093 0.11
H 1.2913 2.3428 -1.1747 0.09
H -1.2293 0.0403 3.0092 0.10
H -2.6137 0.3420 5.0241 0.11
H -3.9280 2.4181 5.3269 0.11
H -3.7953 4.2157 3.6367 0.11
H -2.3654 3.9599 1.6681 0.09
S -0.9573 -3.1977 0.5819 0.63
C 0.2218 -3.8022 -0.5017 -0.72
N 1.4242 -3.1846 -0.5434 0.08
C 2.4423 -3.5573 -1.3406 -0.04
C 2.3076 -4.6437 -2.1557 -0.03
C 1.0926 -5.3414 -2.1285 -0.03
C 0.0606 -4.9289 -1.3177 -0.08
H 1.5347 -2.3780 0.0782 0.09
H 3.3354 -2.9515 -1.2754 0.13
H 3.1242 -4.9521 -2.7903 0.12
H 0.9592 -6.2110 -2.7592 0.12
H -0.8840 -5.4508 -1.2955 0.12
C -1.8225 0.6685 -3.3351 -0.17
Si -0.5085 -0.6331 -3.6344 0.41
C 0.0796 -0.5506 -5.4143 -0.18
C -1.1250 -2.3800 -3.3847 -0.17
N 0.7229 -0.4459 -2.3843 0.04
C 1.9214 0.1245 -2.5213 -0.37
C 2.9214 -0.0455 -1.5091 -0.04
C 4.1501 0.5639 -1.5903 -0.05
C 4.4593 1.3804 -2.6812 -0.04
C 3.5129 1.5769 -3.6912 -0.07
C 2.2842 0.9664 -3.6256 -0.04
H -2.7769 0.3874 -3.7915 0.04
H -1.5163 1.6231 -3.7734 0.03
H -1.9778 0.8454 -2.2702 -0.03
H -0.6538 -1.0768 -6.0341 0.04
H 1.0394 -1.0572 -5.5470 0.04
H 0.1667 0.4593 -5.8187 0.03
H -2.0153 -2.5810 -3.9892 0.04
H -1.3580 -2.5984 -2.3405 -0.02
H -0.3475 -3.0811 -3.7084 0.04
H 2.6957 -0.6385 -0.6348 0.07
H 4.8625 0.4250 -0.7872 0.12
H 5.4233 1.8686 -2.7388 0.11
H 3.7491 2.2192 -4.5303 0.11
H 1.5555 1.1516 -4.4004 0.08
C -4.0983 -1.9693 -1.6046 -0.27
As -3.2734 -0.8822 -0.2324 0.99
C -4.2730 0.7721 -0.3716 -0.26
C -3.9812 -1.6678 1.3898 -0.28
H -5.1727 -1.9986 -1.4287 0.04
H -3.6907 -2.9764 -1.5534 0.03
H -3.8983 -1.5399 -2.5834 0.02
H -5.3135 0.5819 -0.1144 0.04
H -4.2109 1.1550 -1.3879 0.03
H -3.8651 1.5018 0.3240 0.00
H -5.0232 -1.3793 1.5118 0.04
H -3.4056 -1.3234 2.2458 0.01
H -3.9032 -2.7505 1.3136 0.02
```

6.
DFT (ωB97M-V with the def2-TZVPD basis set) results for a 2-piece molecular cluster, F5N2 overall in a non-equilibrium geometry.

Calculated values
ΔE to the lowest compared entry with this formula, charge and spin, kcal per mole: 28.2
Kohn-Sham gap (spin up / spin down), eV: 4.7440 / 4.9960
DFT total energy, a.u.: -608.058074
Net charge: +1

The geometry in XYZ format:
```
7
Properties=species:S:1:pos:R:3:nbo_charge:R:1
N 0.2293 -0.7798 -1.2989 0.84
N 0.3410 0.6038 1.2299 0.57
F 0.1288 0.1071 -2.1582 0.07
F -0.1833 -1.9294 -1.7627 0.03
F 0.1924 0.9443 2.4824 -0.13
F -0.2863 1.4965 0.4997 -0.19
F -0.4218 -0.4425 1.0079 -0.19
```

7.
DFT (ωB97M-V with the def2-TZVPD basis set) results for C6H5ClN2O2 as an isolated structure in a non-equilibrium geometry.

Calculated values
ΔE to the lowest compared entry with this formula, charge and spin, kcal per mole: 168.5
Kohn-Sham gap (spin up / spin down), eV: 7.7881 / 7.9923
DFT total energy, a.u.: -951.552674
Net charge: 0

The geometry in XYZ format:
```
16
Properties=species:S:1:pos:R:3:nbo_charge:R:1
C -0.6989 1.8235 -1.4363 -0.17
C 0.3704 0.9832 -1.8762 -0.19
C -1.4086 1.5334 -0.2776 -0.23
C 0.7471 -0.0714 -1.0655 -0.19
C -1.0393 0.4864 0.4993 -0.17
C 0.0040 -0.3398 0.0781 0.08
N 0.4040 -2.5769 0.6483 0.32
N 0.4557 -1.3975 0.9212 0.04
O 0.7186 -3.6248 1.1640 -0.34
O 1.3319 -0.5949 2.2584 -0.54
Cl 1.5333 -1.5062 3.5595 0.26
H -0.7740 2.6670 -1.9937 0.21
H 0.8216 1.1406 -2.7944 0.22
H -2.0811 2.2242 0.1922 0.23
H 1.3774 -0.9162 -1.2949 0.23
H -1.7623 0.1694 1.4179 0.24
```

8.
DFT (ωB97M-V with the def2-TZVPD basis set) results for a 3-piece molecular cluster, C18H26F5N2O8S3 overall in a non-equilibrium geometry.

Calculated values
Kohn-Sham gap, eV: 7.8666
DFT total energy, a.u.: -3106.454619
Net charge: +1

The geometry in XYZ format:
```
62
Properties=species:S:1:pos:R:3:nbo_charge:R:1
C 2.0521 -3.0574 2.3184 -0.84
S 0.8040 -2.1042 1.3645 2.19
O -0.3894 -1.9461 2.1768 -0.84
O 0.4378 -2.9284 0.2042 -0.89
N 1.4230 -0.6235 0.6970 -0.57
C 2.1092 -0.6603 -0.5035 0.27
N 2.4963 0.6139 -0.7649 -0.45
C 2.1122 1.5708 0.2031 0.00
C 1.3826 0.7161 1.1405 0.10
C 0.6786 1.2316 2.4319 0.68
F 1.3173 0.6945 3.5452 -0.32
F 0.9350 2.6232 2.4678 -0.33
C -0.8684 1.0773 2.4472 -0.12
C -1.6026 1.1547 3.7181 -0.15
C -3.0566 0.9714 3.7530 -0.20
C -3.7389 0.7077 2.4691 -0.15
C -3.0477 0.6301 1.1843 -0.13
C -3.7077 0.3254 -0.1816 0.97
F -3.0748 0.9727 -1.2331 -0.32
F -3.5250 -1.0381 -0.4484 -0.34
F -5.0582 0.5329 -0.2210 -0.30
C -1.5764 0.8226 1.1776 -0.17
H 1.5007 -3.4403 3.2273 0.30
H 2.9145 -2.3936 2.6082 0.26
H 2.3935 -3.9771 1.7598 0.29
H 2.3360 -1.5071 -1.1879 0.30
H 3.0330 0.8306 -1.6122 0.47
H 2.3106 2.6660 0.2498 0.32
H -1.0002 1.3449 4.6426 0.24
H -3.5803 1.0169 4.7363 0.25
H -4.8520 0.5545 2.4739 0.25
H -1.0196 0.7399 0.2053 0.23
O 5.7425 1.6470 0.1014 -0.97
S 6.0327 2.5500 1.1860 2.37
O 5.2791 3.7545 1.3802 -0.93
O 7.5916 2.9049 1.1659 -0.71
C 8.1513 3.4710 -0.0313 -0.08
C 7.7439 4.9203 -0.2197 -0.64
C 6.0230 1.6449 2.7032 -0.88
H 7.8791 2.8671 -0.9006 0.19
H 9.2357 3.4152 0.0719 0.21
H 6.6703 5.0107 -0.3899 0.22
H 8.2561 5.3559 -1.0788 0.23
H 7.9803 5.5047 0.6712 0.22
H 6.6167 0.7412 2.5821 0.25
H 4.9875 1.3898 2.9267 0.24
H 6.4269 2.2771 3.4916 0.27
O -7.9997 -4.2334 -4.3367 -0.93
S -7.0511 -3.2553 -4.7810 2.37
O -5.9563 -3.6057 -5.6378 -0.93
O -6.4793 -2.4661 -3.5020 -0.72
C -5.8683 -3.2269 -2.4531 -0.08
C -4.4958 -3.7375 -2.8526 -0.64
C -7.9182 -1.9033 -5.5167 -0.88
H -6.5216 -4.0477 -2.1458 0.20
H -5.7644 -2.5605 -1.5950 0.19
H -4.5648 -4.4582 -3.6682 0.23
H -4.0061 -4.2313 -2.0112 0.21
H -3.8664 -2.9156 -3.1998 0.21
H -8.7331 -1.6045 -4.8610 0.25
H -8.3096 -2.2472 -6.4729 0.26
H -7.2207 -1.0829 -5.6751 0.25
```

9.
DFT (ωB97M-V with the def2-TZVPD basis set) results for C4H4ClNO as an isolated structure in a non-equilibrium geometry.

Calculated values
ΔE to the lowest compared entry with this formula, charge and spin, kcal per mole: 91.5
Kohn-Sham gap, eV: 10.6016
DFT total energy, a.u.: -744.855430
Net charge: 0

The geometry in XYZ format:
```
11
Properties=species:S:1:pos:R:3:nbo_charge:R:1
C -2.9782 -0.3782 0.2228 -0.67
C -1.4709 0.0025 -0.1516 0.15
C -0.4276 -1.0456 -0.3254 -0.37
C 0.6426 -0.2304 0.0021 0.28
H -3.7982 0.1884 -0.4530 0.24
H -3.2089 -0.0145 1.3463 0.24
H -3.2348 -1.4683 0.2783 0.23
H -1.1471 -2.1850 -0.3737 0.29
N -1.0050 1.2473 -0.0581 -0.13
O 0.3368 1.0571 -0.1050 -0.29
Cl 2.4196 -0.2234 0.1154 0.03
```

10.
DFT (ωB97M-V with the def2-TZVPD basis set) results for a 2-piece molecular cluster, C4H10O overall.

Calculated values
ΔE to the lowest compared entry with this formula, charge and spin, kcal per mole: 17.3
Kohn-Sham gap, eV: 10.4855
DFT total energy, a.u.: -233.617305
Net charge: 0

The geometry in XYZ format:
```
15
Properties=species:S:1:pos:R:3:nbo_charge:R:1
C -0.8700 0.7359 0.1148 -0.16
C 0.3211 0.2799 0.4757 -0.23
C 0.5529 -0.6609 1.6328 -0.64
C -1.1204 1.7056 -0.9996 -0.64
H -1.7204 0.3135 0.6411 0.19
H 1.2301 0.5821 -0.0410 0.20
H 1.2144 -0.1787 2.3469 0.22
H 0.9254 -1.6510 1.3679 0.20
H -0.3889 -0.8155 2.1698 0.21
H -0.1895 2.1557 -1.3248 0.21
H -1.6162 1.2224 -1.8357 0.22
H -1.7874 2.4983 -0.6481 0.21
H 1.5136 -2.7480 -1.3903 0.46
H 0.7575 -1.5520 -0.8533 0.47
O 1.1777 -1.8872 -1.6562 -0.94
```

11.
DFT (ωB97M-V with the def2-TZVPD basis set) results for one molecule with the formula C3H4N2O2S in a non-equilibrium geometry.

Calculated values
ΔE to the lowest compared entry with this formula, charge and spin, kcal per mole: 77.7
Kohn-Sham gap, eV: 10.0246
DFT total energy, a.u.: -774.802947
Net charge: 0

The geometry in XYZ format:
```
12
Properties=species:S:1:pos:R:3:nbo_charge:R:1
C -0.2300 -0.9027 0.2233 -0.33
C -1.5937 -0.5163 -0.1892 0.75
C 0.2558 1.4418 -0.1683 0.23
H 2.8258 -0.4242 0.8313 0.10
H -0.3422 -1.0518 1.3523 0.22
H 0.1491 -1.7311 -0.3320 0.25
H 0.9896 2.3031 -0.3152 0.22
N 0.7730 0.1179 -0.0969 -0.58
N -0.9501 1.7937 -0.0851 -0.18
O -2.3641 -1.4283 -0.4196 -0.55
O -1.9368 0.7515 -0.3838 -0.35
S 2.4236 -0.3537 -0.4167 0.23
```

12.
DFT (ωB97M-V with the def2-TZVPD basis set) results for a 2-piece molecular cluster, C5H14N2 overall.

Calculated values
ΔE to the lowest compared entry with this formula, charge and spin, kcal per mole: 16.8
Kohn-Sham gap, eV: 9.7963
DFT total energy, a.u.: -308.396223
Net charge: 0

The geometry in XYZ format:
```
21
Properties=species:S:1:pos:R:3:nbo_charge:R:1
C -0.2149 1.8929 -1.0459 -0.61
C -0.1872 1.0796 -2.3474 -0.40
C -1.0239 -0.1906 -2.2255 -0.60
H -1.1103 2.5198 -1.0136 0.20
H 0.6463 2.5559 -0.9397 0.21
H -0.2352 1.2317 -0.1808 0.21
H 0.8448 0.8211 -2.5963 0.19
H -0.5803 1.6837 -3.1662 0.20
H -1.0070 -0.7738 -3.1472 0.21
H -0.6493 -0.8138 -1.4073 0.19
H -2.0587 0.0668 -1.9851 0.20
C -0.1891 -2.2274 1.9117 -0.41
N 0.1590 -0.9124 2.4061 -0.62
C 1.1909 -0.1924 1.8913 0.28
N 1.4888 0.9714 2.3025 -0.72
H -0.9383 -2.6644 2.5654 0.21
H -0.5956 -2.1751 0.9026 0.19
H 0.6769 -2.8955 1.9111 0.19
H -0.2345 -0.5723 3.2667 0.40
H 1.7266 -0.7340 1.1023 0.14
H 2.2909 1.3289 1.7954 0.34
```